C47H42BGeO4PReSi as an isolated structure, computed with ωB97M-V/def2-TZVPD.

Cartesian coordinates (Å):
Re (-0.450239, 0.681634, -0.709651)
Ge (-0.303634, -1.434937, -3.440963)
P (1.297119, 0.705338, 0.834936)
Si (-2.093144, -0.753192, 0.603247)
O (1.958121, 0.942236, -3.817608)
O (-1.073537, 2.294477, 0.150832)
O (3.042269, -0.041752, -2.044351)
O (-2.405502, 3.193520, 1.669764)
C (-1.448690, -2.909289, -2.956567)
C (-2.789489, 2.058433, -5.416079)
C (-1.280547, -0.009131, -4.308559)
C (5.347253, 0.319376, -2.888327)
C (2.088449, 3.190043, -0.101251)
C (6.051543, 0.878079, -3.955057)
C (-3.666167, 0.248384, 0.348586)
C (3.324208, 1.021276, -4.014036)
C (1.374214, -2.034499, 0.913215)
C (3.977324, 0.419287, -2.953643)
C (-1.570144, -0.774254, 2.405998)
C (5.396350, 1.494171, -5.016348)
C (4.293472, 3.799663, -0.839859)
C (3.152376, -3.389462, 1.789889)
C (-0.968298, 0.491452, -5.567553)
C (4.005263, 1.578362, -5.070555)
C (-3.107116, 1.574285, -4.153209)
C (3.018821, -3.537965, -6.072660)
C (-2.968083, -5.216342, -2.589299)
C (-1.667807, -5.157316, -2.101179)
C (3.864723, 1.573351, -0.041007)
C (-0.912754, -4.014075, -2.293552)
C (0.793213, 1.542515, 2.381729)
C (-1.723286, 1.519860, -6.118783)
C (1.902572, -3.283957, 1.201550)
C (1.421214, 2.104087, 4.652547)
C (2.966020, 4.130043, -0.616620)
C (-2.352842, 0.547684, -3.608870)
C (3.312972, -3.257911, -4.747890)
C (3.343189, -0.994190, 1.821825)
C (0.471206, -0.199860, -1.993269)
C (1.628117, 1.386940, 3.483652)
C (1.131984, -2.260053, -4.454804)
C (-2.456124, -2.507652, 0.103022)
C (0.361765, 2.992178, 4.742902)
C (2.084366, -0.875377, 1.224124)
C (2.374005, -2.625780, -3.943758)
C (-3.503207, -4.138143, -3.273981)
C (-0.292282, 2.435047, 2.482645)
C (-2.744388, -2.988779, -3.462406)
C (-1.343124, 2.689766, 1.439277)
C (-0.493345, 3.142600, 3.665623)
C (0.834852, -2.582139, -5.781273)
C (4.741296, 2.521503, -0.545988)
C (3.871888, -2.243588, 2.097943)
C (2.528863, 1.895922, 0.189741)
C (1.772814, -3.209092, -6.585972)
B (1.821347, 0.256904, -2.624835)
H (0.198110, 3.555342, 5.651138)
H (-3.777025, 0.648139, -0.661928)
H (-0.578835, -1.212241, 2.533723)
H (1.335768, -4.173713, 0.960715)
H (5.774499, 2.253072, -0.721539)
H (-3.374237, 2.859478, -5.848441)
H (-0.124759, 0.095010, -6.119167)
H (4.224277, 0.570129, 0.133685)
H (1.531067, -3.443445, -7.614313)
H (5.979632, 1.912384, -5.825001)
H (-3.739392, 1.093244, 1.029929)
H (-0.140188, -2.353795, -6.199420)
H (2.450774, 0.688004, 3.449171)
H (4.274668, -3.534587, -4.335685)
H (-2.786944, -2.623880, -0.926652)
H (-3.175935, -2.150798, -3.997444)
H (-4.509850, -0.425253, 0.524686)
H (-3.938915, 1.991402, -3.600603)
H (2.092702, 1.966222, 5.489276)
H (7.131751, 0.825716, -3.958246)
H (2.606292, 5.125483, -0.840060)
H (4.848756, -2.321847, 2.556081)
H (5.842226, -0.172541, -2.062438)
H (3.752936, -4.024705, -6.700773)
H (-4.510077, -4.192195, -3.666631)
H (-1.247028, -6.008472, -1.581810)
H (3.917673, -0.115799, 2.081259)
H (1.066657, 3.483025, 0.082777)
H (-1.638837, -3.206821, 0.276010)
H (-1.562298, 0.216508, 2.860027)
H (-3.559133, -6.110858, -2.443114)
H (0.413908, -1.955655, 0.422342)
H (-1.475062, 1.905069, -7.098993)
H (-1.345016, 3.805763, 3.725940)
H (-2.276040, -1.380103, 2.980497)
H (0.106649, -3.986166, -1.920511)
H (3.567710, -4.363955, 2.010113)
H (-2.621641, 0.166313, -2.621376)
H (2.620957, -2.444978, -2.904625)
H (3.488550, 2.048975, -5.894414)
H (-3.287725, -2.796053, 0.754698)
H (4.977904, 4.532038, -1.245938)

Cartesian forces (eV/Å) of the 3 atoms listed first:
Re -1.3 0.3 0.9
Ge -0.1 -0.1 0.1
P -0.1 0.0 -0.3

Output
* HOMO level: -0.407 hartree
* gap between HOMO and LUMO: 7.5 eV
* energy above the lowest of the compared OMol25 structures with the same formula, charge and spin: 78.3 kJ/mol
* total charge: +1

Löwdin population analysis, charges in e, atoms 1 to 2: Re 1.116; Ge 1.026

---

C47H42FN2NiO3P2 as an isolated structure, computed with ωB97M-V/def2-TZVPD.

Cartesian coordinates (Å):
Ni (-0.936529, -1.117294, -0.095767)
P (1.445919, -1.193311, -0.246627)
P (-1.415854, 1.460775, -0.120326)
F (-1.618381, -7.322752, -0.389195)
O (1.446892, 1.571687, -0.768975)
O (-3.086351, -0.864111, 0.080188)
O (-4.888356, -0.994592, 1.342801)
N (-1.458847, -1.424656, 2.088291)
N (-2.834689, -1.371751, 2.263418)
C (-4.753093, 2.382251, -3.181756)
C (-0.405978, -5.397858, -0.978240)
C (4.899541, 1.796776, 0.347771)
C (-4.765159, 3.075240, -1.979347)
C (-5.481610, -1.369678, 2.599816)
C (4.089805, -0.464265, 0.591573)
C (-2.468192, 1.983505, 4.370266)
C (5.107393, 0.474213, 0.718642)
C (-3.771350, 1.430529, -3.419292)
C (1.891891, 3.905373, -0.457372)
C (-2.812621, 1.169472, -2.450859)
C (-0.372261, 2.980447, -0.294814)
C (-0.299923, -4.008944, -0.958858)
C (-0.870361, 4.264512, -0.088387)
C (2.060014, -3.764619, 2.834461)
C (1.715416, -1.487836, -2.038567)
C (-3.510595, 1.884721, 3.462057)
C (-1.940140, 1.719273, 1.628111)
C (-1.507907, -5.978694, -0.400566)
C (-3.798784, 2.819646, -1.011882)
C (-1.153280, 1.944691, 3.913698)
C (-0.894360, 1.816122, 2.555995)
C (3.692272, 3.686643, -2.176174)
C (2.857013, -0.070593, 0.083643)
C (2.022806, -2.656010, 0.682914)
C (-3.580204, -1.063822, 1.183291)
C (-0.013401, 5.352148, -0.080736)
C (4.239433, 4.668324, 0.064615)
C (-2.515379, -5.212408, 0.137391)
C (3.203380, -4.738709, 0.956826)
C (-2.376141, -3.822593, 0.134485)
C (2.821557, -4.792168, 2.289470)
C (0.992218, 2.848439, -0.518335)
C (2.104555, -1.832936, -4.786512)
C (1.662072, -2.702675, 2.030890)
C (3.382606, 3.634593, -0.663841)
C (-3.250079, 1.744056, 2.099617)
C (0.628629, -1.634237, -2.905412)
C (3.000800, -1.501793, -2.580376)
C (3.193436, -1.681216, -3.942597)
C (-2.811228, 1.857951, -1.235746)
C (1.354944, 5.168755, -0.245239)
C (-1.245578, -3.162282, -0.368080)
C (2.690926, 1.259321, -0.275328)
C (2.812458, -3.671335, 0.158392)
C (3.675249, 2.222993, -0.160380)
C (0.817082, -1.806172, -4.268599)
H (-0.036138, -1.928511, -4.925450)
H (-2.674107, 2.098240, 5.427214)
H (5.299884, 4.473167, -0.101611)
H (-4.080192, 1.641187, 1.410273)
H (1.780483, -3.791747, 3.882225)
H (1.082722, -1.884819, 2.456525)
H (4.197562, -1.695606, -4.346198)
H (-5.526912, 3.824056, -1.791145)
H (3.805602, -5.534851, 0.534984)
H (-3.211988, -1.397603, 3.189334)
H (6.073117, 0.171135, 1.105992)
H (3.480949, 4.685457, -2.568959)
H (3.081062, 2.965408, -2.726125)
H (-2.051156, 0.417918, -2.638433)
H (-6.550072, -1.342030, 2.438503)
H (3.114405, -3.639189, -0.884387)
H (5.713175, 2.503436, 0.462489)
H (-4.535251, 1.924606, 3.811087)
H (-1.023000, -0.708978, 2.662079)
H (-1.123334, -2.345043, 2.339354)
H (-5.222062, -0.653095, 3.383077)
H (-0.330410, 2.033217, 4.614628)
H (4.046477, 4.661349, 1.139862)
H (-0.408680, 6.349121, 0.077334)
H (2.008092, 6.033736, -0.200981)
H (4.046953, 5.670815, -0.318860)
H (4.257142, -1.493543, 0.887272)
H (0.557017, -3.593741, -1.464813)
H (2.256097, -1.970801, -5.851109)
H (-3.757565, 0.883930, -4.355388)
H (0.350238, -6.021039, -1.448229)
H (-5.506582, 2.586592, -3.934679)
H (-3.228689, -3.275553, 0.499802)
H (-3.403798, -5.694146, 0.534024)
H (-1.928696, 4.421879, 0.080383)
H (-0.378193, -1.659050, -2.526921)
H (-3.826429, 3.383653, -0.090092)
H (4.746026, 3.454034, -2.356144)
H (3.121984, -5.631102, 2.907790)
H (3.859536, -1.359281, -1.936432)
H (-5.184084, -2.376964, 2.883848)
H (0.137157, 1.800610, 2.207456)

Cartesian forces (eV/Å) of the 3 atoms listed first:
Ni -0.9 -0.4 0.5
P 0.6 -0.5 -0.2
P -0.2 0.5 -0.1

Output
* ⟨S²⟩: 2.01
* HOMO level (spin up / spin down): -0.378 / -0.385 hartree
* multiplicity: 3
* gap between HOMO and LUMO (spin up / spin down): 8.4 / 7.9 eV
* total charge: +1

Löwdin population analysis, charges in e, atoms 1 to 2: Ni 0.430; P 1.107

---

Computed values of max |F| (unit: eV/A) for the preceding records, in sequence: 1.6; 1.2.